1.
{
  "formula": "C4H5NO",
  "method": "the ωB97M-V functional and the def2-TZVPD basis",
  "symbols": ["N", "C", "C", "C", "C", "O", "H", "H", "H", "H", "H"],
  "xyz": [[1.9725, -0.1536, 0.2066], [2.4476, 0.7331, -0.4188], [0.7204, -0.8557, -0.0179], [-0.4166, -0.0449, 0.5557], [-1.2539, 0.8205, -0.2746], [-1.6983, -0.4676, 0.1432], [0.7865, -1.8390, 0.4417], [0.5786, -0.9782, -1.0973], [-0.3104, 0.1995, 1.6115], [-1.7801, 1.6548, 0.1889], [-1.0464, 0.9312, -1.3391]],
  "homo_energy_ev": -10.842,
  "total_energy_ha": -285.30700,
  "multiplicity": 1,
  "relative_energy_kj_mol": 282.5,
  "gap_ev": 11.5
}

2.
{
  "formula": "C11H25F8N6O11S4",
  "method": "the ωB97M-V functional and the def2-TZVPD basis",
  "symbols": ["N", "H", "H", "H", "H", "C", "F", "F", "F", "S", "O", "O", "N", "S", "O", "O", "C", "F", "F", "F", "N", "S", "O", "O", "F", "S", "O", "O", "F", "C", "C", "O", "N", "C", "H", "H", "H", "H", "H", "H", "H", "C", "C", "O", "N", "C", "H", "H", "H", "H", "H", "H", "H", "C", "C", "O", "N", "C", "H", "H", "H", "H", "H", "H", "H"],
  "xyz": [[-0.8533, 0.7277, -0.4507], [-1.6034, 0.7045, 0.2253], [-0.9569, 1.4755, -1.1216], [-0.8506, -0.1243, -0.9931], [0.0529, 0.8685, -0.0275], [-2.1437, 4.7920, -6.1713], [-3.0314, 3.7990, -6.0082], [-1.6268, 4.6187, -7.4168], [-2.7640, 5.9358, -6.1505], [-0.7038, 4.6866, -4.8617], [-0.3463, 3.2638, -4.8524], [0.3496, 5.5442, -5.3997], [-1.5544, 5.0865, -3.3849], [-1.0436, 6.4157, -2.9622], [0.2203, 6.2872, -2.2152], [-1.1306, 7.4927, -3.9735], [-2.3095, 6.9237, -1.5787], [-1.7101, 7.8600, -0.8552], [-3.3485, 7.3849, -2.2540], [-2.6753, 5.8760, -0.8484], [-5.8293, 0.3096, 6.8027], [-5.4125, 1.5164, 5.8772], [-5.9593, 2.8682, 5.9941], [-4.9213, 1.0051, 4.5961], [-3.9352, 1.6909, 6.6009], [-7.4152, 0.4005, 6.0397], [-7.5248, -0.3332, 4.8296], [-8.2207, 1.5853, 6.3305], [-8.0233, -0.6323, 7.0981], [2.8354, -4.2639, 5.0339], [1.3249, -4.0709, 5.1955], [0.8784, -3.5608, 6.2029], [0.5982, -4.4227, 4.0888], [-0.8097, -4.1663, 3.8926], [3.3945, -3.4368, 5.4715], [3.1322, -4.3713, 3.9906], [3.2731, -5.0247, 5.6801], [1.0935, -4.9259, 3.3666], [-0.9169, -3.3903, 3.1347], [-1.2740, -3.8634, 4.8310], [-1.3776, -5.0373, 3.5655], [5.9485, 3.1611, 1.7095], [5.9077, 1.9806, 0.8439], [4.8216, 1.4957, 0.5623], [7.0871, 1.6356, 0.2931], [7.3540, 0.4180, -0.4835], [6.3538, 2.9393, 2.6967], [4.9008, 3.4294, 1.8451], [6.4028, 4.0074, 1.1942], [7.8970, 2.0860, 0.6948], [7.7502, 0.7297, -1.4499], [6.4786, -0.2253, -0.5727], [8.1327, -0.1731, -0.0015], [-0.6097, -6.9102, -3.1510], [-0.6387, -5.6233, -3.8509], [-0.9293, -4.5712, -3.2781], [-0.3547, -5.7400, -5.1610], [-0.3525, -4.6092, -6.0484], [-0.5091, -7.7421, -3.8481], [-1.6276, -7.0977, -2.8092], [0.0072, -6.9878, -2.2558], [0.0718, -6.5929, -5.4939], [0.4480, -4.0074, -5.6182], [-1.3536, -4.1795, -6.0852], [-0.0679, -4.9179, -7.0542]],
  "homo_energy_ev": -6.510,
  "total_energy_ha": -3981.90737,
  "multiplicity": 1,
  "charge": -1,
  "relative_energy_kj_mol": 484.2,
  "gap_ev": 6.2
}

3.
{
  "formula": "C9H62N2O21",
  "method": "the ωB97M-V functional and the def2-TZVPD basis",
  "symbols": ["N", "H", "H", "H", "H", "C", "C", "C", "C", "C", "C", "N", "O", "C", "C", "C", "H", "H", "H", "H", "H", "H", "H", "H", "H", "H", "H", "H", "H", "H", "H", "H", "H", "H", "O", "H", "H", "O", "H", "H", "O", "H", "H", "O", "H", "H", "O", "H", "H", "O", "H", "H", "O", "H", "H", "O", "H", "H", "O", "H", "H", "O", "H", "H", "O", "H", "H", "O", "H", "H", "O", "H", "H", "O", "H", "H", "O", "H", "H", "O", "H", "H", "O", "H", "H", "O", "H", "H", "O", "H", "H", "O", "H", "H"],
  "xyz": [[-7.1043, 8.1241, -2.1479], [-6.9435, 8.4348, -1.2004], [-7.9688, 8.4530, -2.5535], [-7.0637, 7.1156, -2.1842], [-6.3132, 8.4725, -2.6703], [-7.8409, 4.6021, 0.0067], [-7.0765, 4.1770, -1.3984], [-7.8812, 2.9246, -1.9307], [-9.2878, 3.2907, -2.4293], [-8.9255, 4.2433, -3.6004], [-8.1078, 5.5697, -3.2128], [-6.8881, 5.2796, -2.4317], [-6.1936, 6.4370, -1.9185], [-9.2270, 6.4457, -2.4420], [-7.8116, 6.3320, -4.5153], [-5.6597, 3.5167, -1.1471], [-7.4203, 5.5295, 0.3954], [-7.8393, 3.9217, 0.8584], [-8.8607, 4.9120, -0.2216], [-7.8681, 2.1390, -1.1752], [-7.4121, 2.4467, -2.7907], [-10.0268, 3.8055, -1.8153], [-9.8385, 2.4511, -2.8533], [-9.8514, 4.3899, -4.1566], [-8.2696, 3.7436, -4.3133], [-10.0872, 6.6769, -3.0702], [-8.7505, 7.4198, -2.3314], [-9.6119, 6.0112, -1.5194], [-8.6976, 6.6044, -5.0888], [-7.1956, 5.6770, -5.1314], [-7.2093, 7.2272, -4.3613], [-5.0642, 4.2558, -0.6113], [-5.1574, 3.0642, -2.0021], [-5.7572, 2.6947, -0.4378], [-4.9348, 2.2056, 0.5883], [-5.0805, 1.6512, -0.1783], [-4.3157, 1.7126, 1.1268], [-8.7442, 8.6273, -3.2043], [-8.8305, 9.3093, -3.8704], [-9.4526, 8.0130, -3.3966], [-7.4769, 7.0575, -6.4172], [-8.3235, 7.1170, -5.9745], [-7.4057, 7.8751, -6.9098], [-7.9380, 6.9017, 1.4991], [-7.4677, 6.9440, 0.6664], [-7.5643, 6.1430, 1.9474], [-7.2768, 0.1485, -1.0730], [-7.2377, 1.0537, -1.3818], [-8.2122, -0.0493, -1.0275], [-8.4818, 2.7574, 1.7026], [-8.0392, 3.3924, 1.1395], [-9.4092, 2.9859, 1.6393], [-9.4523, 7.0247, -5.6345], [-9.9724, 6.2420, -5.4521], [-9.9341, 7.4770, -6.3269], [-11.2271, 4.5603, -0.3182], [-10.6878, 3.9267, -0.7914], [-11.7965, 4.9387, -0.9883], [-3.7133, 3.7945, -0.4922], [-4.2851, 3.0818, -0.2071], [-4.3130, 4.4887, -0.7654], [-7.3971, 4.9842, -6.7071], [-7.6746, 5.8717, -6.9345], [-7.9988, 4.7150, -6.0131], [-11.6169, 4.7516, -3.5729], [-11.1576, 4.6022, -4.3993], [-11.4671, 5.6769, -3.3789], [-5.8585, 4.3970, -5.4879], [-5.2076, 4.5453, -6.1739], [-6.6978, 4.4030, -5.9481], [-4.4881, 2.2721, -2.7396], [-4.9916, 2.6454, -3.4630], [-3.9907, 3.0102, -2.3874], [-5.0400, 1.0552, -0.9635], [-5.1332, 1.7094, -1.6560], [-4.9423, 0.2248, -1.4293], [-9.9546, 6.6025, 0.0778], [-10.5211, 5.8366, -0.0156], [-9.1343, 6.2532, 0.4261], [-4.1516, 5.8473, -1.5118], [-4.0195, 5.1819, -2.1871], [-5.0800, 6.0718, -1.5746], [-6.8226, 1.2313, -2.9279], [-6.5099, 1.8496, -3.5883], [-7.7646, 1.3931, -2.8746], [-5.0142, 4.7876, -3.4051], [-5.6173, 5.2312, -2.8087], [-5.5139, 4.6782, -4.2142], [-6.2667, 6.4496, 0.2449], [-6.3680, 5.7863, -0.4378], [-5.5583, 7.0113, -0.0695], [-9.1184, 4.2900, -5.7688], [-9.8457, 4.4920, -6.3574], [-9.0861, 3.3336, -5.7467]],
  "homo_energy_ev": -7.086,
  "total_energy_ha": -2067.48899,
  "multiplicity": 1,
  "relative_energy_kj_mol": 4874.7,
  "gap_ev": 5.2
}